3 unconnected molecules or ions with the total composition C5H14NS2 in a non-equilibrium geometry. Source: the Open Molecules 2025 dataset; level of theory: ωB97M-V/def2-TZVPD.

Cartesian coordinates (Å):
N (1.237, -3.284, -1.221)
C (-5.008, -0.628, 1.033)
C (-4.195, 0.288, 0.515)
S (-0.439, -0.524, 0.085)
S (0.237, 0.744, -1.313)
C (1.067, 2.038, -0.362)
C (2.557, 1.781, -0.119)
C (3.007, 0.476, 0.446)
H (0.983, -2.425, -0.772)
H (0.503, -3.517, -1.874)
H (1.226, -3.978, -0.485)
H (-5.720, -1.260, 0.520)
H (-4.924, -0.843, 2.093)
H (-3.410, 0.676, 1.153)
H (-4.036, 0.380, -0.549)
H (0.961, 2.932, -0.980)
H (0.508, 2.224, 0.551)
H (3.056, 1.945, -1.084)
H (2.892, 2.614, 0.509)
H (4.090, 0.331, 0.407)
H (2.547, -0.360, -0.082)
H (2.861, 0.390, 1.529)

Values from the calculation:
Spin multiplicity: 2
ΔE to the lowest compared entry with this formula, charge and spin: 0.000 eV
Lowest unoccupied orbital energy (alpha / beta): 0.60 / -1.82 eV
HOMO energy (alpha / beta): -8.7 / -9.1 eV